# 1
{
  "formula": "C15H21HfN3O3",
  "method": "ωB97M-V/def2-TZVPD",
  "species": ["C", "C", "C", "C", "C", "Hf", "N", "C", "C", "H", "H", "H", "H", "H", "H", "H", "H", "H", "H", "C", "C", "C", "C", "C", "C", "O", "N", "C", "O", "N", "C", "O", "H", "H", "H", "H", "H", "H", "H", "H", "H", "H", "H"],
  "positions_angstrom": [[-1.99627, -0.85852, -3.45000], [-2.80035, -1.30632, -2.34695], [-1.97341, -2.04516, -1.45465], [-0.64373, -2.04780, -1.98098], [-0.65120, -1.33479, -3.24009], [-0.71620, 0.56738, -1.79265], [0.84573, 1.30029, -2.80407], [-2.64563, 1.56386, -1.68489], [-3.46914, 1.12646, -0.70136], [-2.31684, -2.58871, -0.57524], [-3.86047, -1.10522, -2.19783], [0.14986, -2.70157, -1.63592], [0.16366, -1.28880, -3.96101], [-2.35304, -0.30285, -4.31769], [-4.26863, 0.35209, -0.79429], [-1.93635, 2.43381, -1.55815], [0.69912, 2.18228, -3.29044], [-3.34688, 1.55438, 0.31944], [-2.67097, 1.26109, -2.76490], [3.12488, 1.47581, 0.42852], [2.93859, 0.23116, 1.27728], [1.49029, 0.10607, 1.78888], [1.24072, -1.17213, 2.61826], [1.65927, -2.48939, 1.97826], [1.15711, 1.31343, 2.67263], [1.97773, 2.00767, 3.25867], [-0.20897, 1.53460, 2.81299], [-1.12888, 1.42462, 1.75713], [-2.26520, 1.81984, 1.90101], [-0.59692, 0.87290, 0.59528], [0.52353, 0.15871, 0.61019], [0.80414, -0.41521, -0.50958], [2.44375, 1.46669, -0.43289], [4.15650, 1.51320, 0.06434], [2.94101, 2.36165, 1.04664], [3.20000, -0.67291, 0.71306], [3.59387, 0.27639, 2.16074], [1.79001, -1.04848, 3.56524], [0.16950, -1.20094, 2.86771], [2.75112, -2.58362, 1.95093], [1.27294, -3.30646, 2.59768], [1.26010, -2.60814, 0.96435], [-0.50436, 2.17264, 3.54433]],
  "forces_ev_per_a": [[0.2, -0.4, 0.7], [0.9, -0.4, -0.1], [0.1, 0.6, -0.8], [-1.1, -0.2, -1.5], [-0.6, -1.2, 0.4], [5.3, -3.1, -0.8], [-3.6, 0.0, 1.8], [-2.4, 2.2, -0.3], [0.2, 0.6, 0.0], [0.2, 0.4, -0.1], [0.4, -0.1, -0.2], [0.1, 0.6, 0.1], [-0.3, 0.1, 0.4], [0.2, -0.2, 0.2], [1.0, 0.8, -0.3], [-0.9, -0.3, 0.5], [0.5, 0.2, -0.4], [0.0, -0.4, -0.9], [-0.6, 0.2, 1.0], [0.1, 0.1, -0.1], [-0.1, -0.3, 0.3], [0.1, 0.4, -0.5], [-0.2, 0.1, 0.5], [0.1, -0.1, 0.0], [0.9, 0.7, 0.7], [-1.2, -1.2, -0.5], [-0.4, 0.3, 0.0], [1.2, -0.3, 0.2], [0.2, 0.1, -0.1], [-0.9, 0.1, 0.0], [0.9, -0.6, -1.5], [-0.2, 1.0, 2.3], [0.3, 0.1, 0.1], [-0.2, 0.1, 0.0], [0.1, -0.1, -0.3], [-0.1, 0.2, 0.1], [-0.2, -0.1, -0.2], [-0.2, 0.0, -0.2], [0.2, -0.1, 0.0], [-0.2, 0.0, -0.1], [0.1, 0.1, -0.1], [0.1, 0.1, 0.2], [0.2, -0.1, -0.1]],
  "molar_mass_g_mol": 469.841,
  "e_tot_ev": -27814.735,
  "e_lumo_ev": [-0.66, -0.66],
  "gap_ev": [6.929, 6.928],
  "de_lowest_kj_mol": 275.44
}

# 2
{
  "formula": "C5H8O",
  "method": "ωB97M-V/def2-TZVPD",
  "species": ["C", "C", "C", "C", "O", "C", "H", "H", "H", "H", "H", "H", "H", "H"],
  "positions_angstrom": [[-0.68026, -3.02793, 0.51469], [-0.42780, -1.94192, 0.97256], [-0.09828, -0.53514, 1.22953], [0.17648, 0.07181, -0.15146], [0.42593, 1.45370, -0.08028], [-0.16785, 2.19854, -1.12173], [-0.90666, -3.98002, 0.08833], [0.77346, -0.43060, 1.88507], [-0.93012, -0.01132, 1.71545], [1.03317, -0.45343, -0.60229], [-0.70030, -0.13482, -0.77844], [-0.42071, 1.56357, -1.98102], [-1.08732, 2.69129, -0.77715], [0.53497, 2.96592, -1.45971]],
  "forces_ev_per_a": [[0.1, 0.4, 0.2], [-0.1, -0.5, -0.3], [0.0, 0.0, 0.0], [-0.1, -0.2, -0.1], [0.0, 0.0, 0.1], [-0.1, 0.2, -0.2], [0.0, 0.1, 0.2], [-0.1, -0.1, -0.1], [0.1, -0.1, -0.1], [-0.1, 0.1, 0.1], [0.1, 0.0, 0.1], [0.1, 0.1, 0.1], [0.1, -0.1, 0.0], [-0.1, -0.1, 0.1]],
  "molar_mass_g_mol": 84.118,
  "smiles": "C#CCCOC",
  "e_tot_ev": -7359.522,
  "e_lumo_ev": 1.04,
  "gap_ev": 10.799,
  "de_lowest_kj_mol": 263.70
}

# 3
{
  "formula": "C35H35N2O3PRe",
  "method": "ωB97M-V/def2-TZVPD",
  "species": ["Re", "O", "C", "C", "C", "C", "C", "C", "C", "C", "N", "H", "H", "H", "H", "H", "H", "H", "H", "H", "H", "H", "O", "N", "C", "C", "C", "C", "C", "C", "C", "P", "C", "C", "C", "C", "C", "C", "C", "C", "C", "C", "C", "C", "H", "H", "H", "H", "H", "H", "H", "H", "H", "H", "H", "H", "H", "H", "H", "H", "C", "C", "O", "C", "C", "C", "C", "C", "C", "H", "H", "H", "H", "H", "H", "H", "H"],
  "positions_angstrom": [[1.22371, 1.09265, 0.39928], [1.02587, 3.53629, 0.26107], [0.50555, 4.57220, -0.60041], [-0.97532, 4.73365, -0.27815], [-1.56391, 2.71682, 1.25094], [-2.23215, 1.55049, 0.52911], [-3.43194, 0.72398, 0.86567], [-3.74603, -0.26443, 0.02630], [-2.76495, -0.76520, -0.99584], [-1.38519, -0.37282, -0.55885], [-1.08397, 0.70674, 0.06852], [1.82597, 3.86106, 0.69706], [0.64965, 4.28496, -1.64182], [1.02227, 5.51453, -0.42423], [-1.52726, 5.18222, -1.10205], [-1.15674, 5.29161, 0.63931], [-2.17974, 3.30469, 1.92422], [-0.59505, 2.52645, 1.69476], [-4.07600, 1.01104, 1.68834], [-4.66024, -0.83003, 0.16370], [-2.85353, -1.84653, -1.10354], [-0.57778, -1.02499, -0.86882], [3.41619, 2.89053, 0.72250], [3.19640, 1.49930, 0.71360], [4.27907, 0.81393, 0.92460], [4.51033, -0.59561, 0.97013], [5.85918, -0.97861, 1.07703], [6.22354, -2.31104, 1.08861], [5.24323, -3.28922, 1.01356], [3.90086, -2.92647, 0.92113], [3.52066, -1.59355, 0.90460], [1.74732, -1.24453, 0.73340], [1.41774, -2.07559, -0.85954], [0.94710, -3.37993, -0.97190], [0.79576, -3.94330, -2.23579], [1.12304, -3.21845, -3.37249], [1.60023, -1.91367, -3.26409], [1.74340, -1.34373, -2.00973], [0.93951, -2.07312, 2.12789], [-0.45470, -2.19837, 2.16362], [-1.07206, -2.82281, 3.23199], [-0.30766, -3.31924, 4.28212], [1.07231, -3.19146, 4.25791], [1.69883, -2.55431, 3.19707], [4.36294, 3.09253, 0.78788], [5.18533, 1.39976, 1.07860], [6.62851, -0.21805, 1.14197], [7.26787, -2.58491, 1.15230], [5.51844, -4.33562, 1.03303], [3.15009, -3.70488, 0.86275], [0.69519, -3.95407, -0.08720], [0.43253, -4.95876, -2.32948], [1.02097, -3.66884, -4.35147], [1.87910, -1.35980, -4.15154], [2.13929, -0.33155, -1.91071], [-1.05877, -1.82794, 1.34632], [-2.14836, -2.93151, 3.25471], [-0.79363, -3.79728, 5.12211], [1.66517, -3.59595, 5.06735], [2.77227, -2.43446, 3.21460], [-3.87252, 3.58121, -0.01119], [-2.73870, 2.69890, -0.50467], [-1.42334, 3.34454, -0.10216], [-3.06179, 2.03536, -1.81742], [-2.24539, 1.08163, -2.37303], [-2.85401, -0.23338, -2.60411], [-4.26085, -0.24620, -3.00866], [-4.98141, 0.90335, -2.91867], [-4.41511, 1.99027, -2.23463], [-3.65751, 4.08139, 0.92898], [-4.78801, 3.01203, 0.13935], [-4.08126, 4.35950, -0.74839], [-1.17045, 1.18231, -2.43096], [-2.23461, -0.92657, -3.17413], [-4.70775, -1.18012, -3.33226], [-6.00317, 0.96074, -3.27151], [-5.06456, 2.83022, -2.01852]],
  "forces_ev_per_a": [[-0.5, 0.0, 0.1], [-0.2, -0.1, 0.0], [-0.3, 0.0, 0.0], [0.7, 0.4, -0.2], [-0.1, -0.7, 0.5], [-0.2, 0.4, 0.0], [0.1, 0.1, 0.1], [-0.1, -0.1, 0.0], [-0.1, 0.2, 0.2], [0.2, 0.2, -0.1], [-0.1, -0.2, -0.2], [0.3, -0.2, -0.1], [0.0, 0.0, 0.0], [0.0, 0.0, 0.0], [-0.1, -0.1, 0.0], [-0.1, -0.2, 0.1], [0.0, 0.2, -0.2], [0.1, 0.1, -0.1], [0.0, 0.0, 0.0], [0.0, 0.0, 0.0], [0.1, 0.0, 0.0], [0.2, -0.1, 0.0], [0.0, 0.2, 0.1], [0.6, 0.2, 0.1], [0.2, 0.2, 0.0], [-0.1, -0.4, 0.1], [-0.1, 0.2, 0.0], [0.0, -0.1, 0.0], [0.1, 0.1, 0.0], [0.0, 0.1, 0.0], [-0.1, 0.0, 0.0], [0.1, -0.1, -0.3], [-0.1, 0.1, 0.2], [-0.1, 0.1, 0.0], [0.0, -0.1, 0.0], [0.0, 0.1, -0.1], [0.0, 0.0, 0.0], [-0.1, 0.0, 0.1], [0.1, 0.2, -0.1], [0.1, -0.1, 0.0], [0.0, 0.0, 0.0], [0.0, 0.0, 0.0], [0.0, 0.0, 0.1], [-0.1, 0.0, -0.1], [0.1, -0.1, 0.0], [0.0, 0.0, 0.0], [0.0, 0.0, 0.0], [0.0, 0.0, 0.0], [0.0, 0.0, 0.0], [0.0, 0.0, 0.0], [0.0, 0.0, 0.0], [0.0, 0.0, 0.0], [0.0, 0.0, 0.0], [0.0, 0.0, 0.0], [0.1, 0.0, -0.1], [-0.1, 0.0, 0.0], [0.0, 0.0, 0.0], [0.0, -0.1, 0.0], [0.0, 0.1, 0.0], [0.0, -0.1, 0.0], [0.0, 0.1, 0.1], [-0.2, -0.7, 0.1], [-0.2, 0.4, 0.0], [0.3, 0.3, -0.2], [-0.2, -0.2, 0.1], [0.0, 0.1, -0.4], [0.0, 0.1, 0.1], [-0.2, -0.1, -0.2], [0.1, -0.1, 0.0], [0.0, 0.0, 0.0], [0.0, 0.0, 0.0], [0.0, 0.0, 0.0], [0.0, 0.0, 0.1], [0.0, 0.0, 0.0], [0.0, 0.0, 0.0], [0.0, 0.0, 0.0], [0.0, 0.0, 0.0]],
  "molar_mass_g_mol": 748.857,
  "s_squared": 3.77,
  "e_tot_ev": -57356.809,
  "e_lumo_ev": [-13.29, -13.29],
  "spin_multiplicity": 4,
  "gap_ev": [5.577, 5.443],
  "de_lowest_kj_mol": 677.38,
  "charge": 4
}